No. 1
Here is a cluster of 2 separate species, C7H14N2O4S in total in a non-equilibrium geometry from OMol25. Energies are from ωB97M-V/def2-TZVPD.

XYZ file:
```
28
Properties=species:S:1:pos:R:3:lowdin_charge:R:1
S 1.23236 0.67312 0.81243 0.713
O 2.60113 1.43290 0.41344 -0.169
O -0.55216 0.11122 -1.27436 0.103
O 0.33133 1.60438 1.36962 -0.240
O 1.58937 -0.54137 1.50706 -0.270
N -1.21890 -0.66181 0.76065 -0.216
N 3.28239 -0.85927 -0.70397 -0.001
C -0.72960 -1.99498 0.33538 -0.039
C -2.27832 1.32696 -0.12772 -0.064
C 1.86227 1.16682 -0.79200 -0.251
C 2.56515 0.04897 -1.51150 -0.271
C -2.69527 1.85992 -1.31230 -0.003
C -1.90356 -0.67311 2.01666 -0.054
C -1.32888 0.17897 -0.28153 -0.524
H 1.37544 1.90005 -1.30468 0.107
H 2.76788 -1.39412 -0.02313 0.056
H -2.91920 -1.18897 2.08891 0.121
H -0.33785 -2.61041 1.23110 0.119
H 3.41392 0.31639 -2.28796 0.161
H 0.17855 -1.79852 -0.37257 0.106
H -2.66632 1.42188 0.86272 0.079
H -2.30060 1.54661 -2.19179 0.005
H 1.80196 -0.54947 -2.16455 0.141
H 4.11513 -0.59926 -0.30648 0.050
H -1.52869 -2.51025 -0.28511 0.111
H -3.47582 2.58153 -1.47377 0.043
H -1.94998 0.41949 2.37813 0.115
H -1.23173 -1.20769 2.63733 0.072
```

Results
HOMO energy (alpha / beta) in eV: -5.4 / -8.9
⟨S²⟩: 2.020
Charge: 0
Spin multiplicity: 3
HOMO-LUMO gap (alpha / beta) in eV: 5.799 / 5.590

No. 2
Here is an isolated molecule of C7H14N2O5 in a non-equilibrium geometry from OMol25. Energies are from ωB97M-V/def2-TZVPD.

XYZ file:
```
28
Properties=species:S:1:pos:R:3:lowdin_charge:R:1
O -2.89866 2.06609 0.70887 0.131
O -0.88357 2.48039 -0.14242 0.135
O 0.45681 -0.46802 2.54423 0.070
O 1.43440 1.35583 -0.85458 -0.045
O -2.80864 -1.86810 -0.63013 -0.077
N -1.14358 -0.37956 1.04403 0.132
N 0.83933 -1.14410 -0.94213 0.049
C 0.17885 -0.55482 1.36237 -0.420
C 1.29556 -0.69684 0.35224 -0.290
C 3.50084 0.37936 -0.11558 -0.034
C -3.09348 -0.45703 -0.34441 -0.178
C -1.73228 0.17580 -0.13766 -0.230
C -1.89695 1.72942 0.17945 -0.513
C 2.03802 0.54970 0.18250 -0.386
H 1.09036 0.64739 -1.43543 0.082
H -1.07879 -0.03651 -0.92539 0.107
H 0.27389 -1.99227 -0.84689 0.116
H 1.89027 -1.52586 0.81518 0.176
H 1.66888 -1.45269 -1.46880 0.110
H 3.72428 -0.27483 -0.99373 0.096
H 2.01196 1.20680 1.06220 0.165
H -1.77076 -0.39486 1.85597 0.173
H 3.93243 1.36053 -0.25748 0.084
H -3.78101 -0.22308 0.46610 0.121
H -3.55710 0.08530 -1.19493 0.133
H -0.08292 1.90251 -0.42160 0.095
H 4.03342 -0.07249 0.72667 0.092
H -3.64154 -2.39807 -0.58866 0.103
```

Results
HOMO energy in eV: -9.3
Charge: 0
HOMO-LUMO gap in eV: 9.683

No. 3
Here is a cluster of 2 separate species, C7H14N2OSi in total in a non-equilibrium geometry from OMol25. Energies are from ωB97M-V/def2-TZVPD.

XYZ file:
```
25
Properties=species:S:1:pos:R:3:lowdin_charge:R:1
Si 1.45948 0.08566 0.37717 0.523
O -1.67588 -1.89013 -2.18625 0.084
N -3.24570 1.43259 -0.32023 0.080
N -2.05541 -0.48529 -0.47753 -0.104
C -1.66084 -1.73486 -0.91722 -0.091
C -3.12668 0.89200 0.93314 -0.121
C 2.35131 -1.49423 -0.28490 -0.194
C -2.60740 0.62926 -1.09393 -0.175
C 2.09336 0.43235 2.08750 -0.250
C -2.35041 -0.23362 0.86043 -0.102
C 1.65557 1.43491 -0.96064 -0.252
H 2.88433 -1.80378 0.62035 0.011
H 1.78362 -0.33686 2.86272 0.048
H -2.54740 0.66729 -2.13893 0.102
H -3.48263 1.47758 1.79774 0.112
H 1.50625 1.22932 2.57818 0.023
H -1.87513 -0.92026 1.46985 0.086
H 0.05338 0.00173 0.61522 -0.037
H 2.88835 -1.59949 -1.20164 0.010
H -1.85175 -1.16495 -2.75171 0.078
H 1.12248 0.98818 -1.92163 0.051
H 1.24864 2.49161 -0.81646 0.033
H 3.15637 0.64752 2.23042 0.025
H 2.79149 1.48356 -1.08140 0.031
H 1.48461 -2.23010 -0.28024 0.028
```

Results
HOMO energy in eV: -9.3
Charge: 0
HOMO-LUMO gap in eV: 9.521

No. 4
Here is a cluster of 2 separate species, C7H14N2S in total in a non-equilibrium geometry from OMol25. Energies are from ωB97M-V/def2-TZVPD.

XYZ file:
```
24
Properties=species:S:1:pos:R:3:lowdin_charge:R:1
S -0.95746 2.55869 -0.62834 0.045
N 1.13886 -0.61175 -0.63140 0.170
N -0.07587 -0.33206 -0.62861 0.145
C -2.70709 -0.14548 -1.09525 -0.044
C -1.31134 -0.46739 -0.63391 -0.172
C 2.15270 0.37552 -0.36946 -0.442
C -2.68869 -1.76701 1.08238 -0.075
C 2.02303 0.76019 1.09125 -0.079
C -2.45811 -0.54924 0.35218 -0.275
C 3.56958 -0.24497 -0.71412 -0.043
H -2.60985 0.38944 0.87475 0.127
H -1.43836 3.74972 -0.60366 -0.448
H 4.28350 0.13981 0.00934 0.062
H -3.67324 -2.04118 1.50336 0.092
H 3.33347 -1.33756 -0.70492 0.086
H -1.98064 -1.76750 1.96760 0.109
H -2.48624 -2.69621 0.52237 0.091
H -3.25225 -0.78614 -1.85896 0.136
H -2.85504 0.94658 -1.32250 0.057
H 2.15747 1.22057 -1.05897 0.127
H 1.52311 1.73622 1.19567 0.049
H 3.76484 0.21023 -1.70039 0.077
H 3.08467 0.68170 1.58484 0.099
H 1.46294 -0.02217 1.76673 0.108
```

Results
HOMO energy (alpha / beta) in eV: -6.5 / -6.5
Charge: 0
HOMO-LUMO gap (alpha / beta) in eV: 5.057 / 5.058

No. 5
Here is a cluster of 2 separate species, C7H14N3 in total in a non-equilibrium geometry from OMol25. Energies are from ωB97M-V/def2-TZVPD.

XYZ file:
```
24
Properties=species:S:1:pos:R:3:lowdin_charge:R:1
N -1.03014 1.05863 0.07106 -0.074
N -0.31833 -2.21447 -0.11313 0.136
N 4.56806 -0.62603 0.20003 -0.003
C -1.55019 -2.09821 0.25224 -0.003
C 0.28123 0.79881 0.40391 0.002
C -2.52565 -0.91603 0.11042 -0.118
C 0.66101 -1.43674 -0.46481 -0.094
C -2.02113 0.23643 -0.68463 -0.148
C 1.12508 -0.23705 0.01541 -0.017
C -1.33544 2.61690 0.07273 0.053
H -0.94258 2.75663 1.05955 0.086
H 0.77705 1.69995 0.60518 0.118
H 1.34077 -2.08481 -0.97911 0.136
H -3.41980 -1.22165 -0.43284 0.130
H -2.82334 0.89295 -0.94031 0.109
H -0.85096 3.10716 -0.64914 0.045
H 4.13619 -0.27292 0.98175 -0.048
H 5.32430 -1.24011 0.63397 0.055
H -1.59208 -0.06081 -1.71168 0.174
H -2.83244 -0.69766 1.14385 0.143
H -2.37145 2.93435 -0.09642 0.105
H -1.89510 -2.89726 0.85293 0.119
H 2.13447 -0.13509 0.03531 0.045
H 5.16047 0.03702 -0.36629 0.049
```

Results
HOMO energy in eV: -12.9
Charge: +1
HOMO-LUMO gap in eV: 7.849

No. 6
Here is the ion C7H14N3 with charge +1 in a non-equilibrium geometry from OMol25. Energies are from ωB97M-V/def2-TZVPD.

XYZ file:
```
24
Properties=species:S:1:pos:R:3:lowdin_charge:R:1
N 2.85641 0.55322 -1.26957 0.044
N -1.35566 -0.04814 0.46328 -0.153
N 0.95706 -0.42868 -0.41769 -0.013
C -2.53484 -0.92159 -0.07158 0.069
C 0.00554 -0.65001 0.61282 -0.281
C 2.27073 0.16444 -0.15761 -0.254
C 0.45351 -0.70132 1.97964 -0.066
C -1.25427 1.29743 -0.07995 -0.033
C 2.03354 0.44929 -2.23054 -0.050
C 0.70615 -0.21008 -1.72764 0.005
H -2.06666 -1.57251 -0.77085 0.086
H 2.42971 0.61396 -3.23806 0.125
H -0.29290 -0.81499 2.72253 0.072
H -0.82387 1.29351 -1.11318 0.093
H 3.06381 -0.56983 0.16069 0.180
H 1.06126 0.29093 2.29738 0.132
H 2.40660 0.92457 0.68694 0.175
H -0.51375 1.84653 0.49184 0.109
H 1.12061 -1.49466 2.18637 0.077
H -1.73934 0.09127 1.47508 0.206
H -2.20643 1.86745 0.07871 0.131
H -0.27380 -0.42344 -2.27546 0.148
H -3.03948 -1.37454 0.71441 0.075
H -3.26393 -0.18280 -0.51755 0.123
```

Results
HOMO energy (alpha / beta) in eV: -11.1 / -11.4
Charge: +1
HOMO-LUMO gap (alpha / beta) in eV: 7.078 / 7.487

Quick rundown of energy relative to the best compared isomer or geometry (same formula, charge and spin), same order as above: 249.82 104.06 404.68 697.42 407.73 558.36 kJ/mol